(1)
A 2-piece molecular cluster, C5H10N3 overall at a distorted geometry. Source: the OMol25 dataset; level of theory: ωB97M-V/def2-TZVPD.

Structure (XYZ):
```
18
Properties=species:S:1:pos:R:3:nbo_charge:R:1
C -2.241 0.302 0.254 -0.20
C -1.081 0.996 -0.484 -0.52
C 0.237 0.600 -0.039 0.45
C 0.655 -0.861 0.192 0.22
N 1.967 -0.719 0.239 -0.63
C 2.301 0.625 0.157 0.49
N 1.256 1.432 0.061 -0.48
N -2.358 -1.082 -0.164 -0.82
H -2.120 0.436 1.336 0.19
H -3.115 0.816 -0.026 0.23
H -1.069 0.675 -1.542 0.33
H -1.086 2.086 -0.443 0.27
H -0.263 -3.649 -0.664 0.02
H 2.587 -1.469 0.001 0.46
H 3.324 0.929 0.280 0.25
H 0.268 -3.403 -1.127 -0.02
H -1.573 -1.621 0.187 0.37
H -3.190 -1.503 0.220 0.38
```

Summary:
* charge: +1
* frontier orbital gap: 5.040 eV
* E_LUMO: -8.24 eV
* max |F|: 1.4 eV/A
* multiplicity: 1
* ΔE to the lowest compared entry with this formula, charge and spin: 6.868 eV

(2)
An isolated ion of composition C5H10N3O and charge +1 at a distorted geometry. Source: the OMol25 dataset; level of theory: ωB97M-V/def2-TZVPD.

Structure (XYZ):
```
19
Properties=species:S:1:pos:R:3:mulliken_spin:R:1
C -2.624 0.691 -0.562 0.15
C -0.658 0.311 0.318 0.79
C 1.210 1.409 -0.853 0.10
C 1.740 -0.502 0.794 0.02
C 0.713 0.677 0.404 -0.02
N -1.738 1.359 -0.003 -0.11
N -1.252 -0.826 0.081 0.47
N -0.911 -2.065 0.384 0.42
O -2.495 -0.661 -0.491 0.10
H -3.630 0.933 -0.898 0.01
H 0.471 1.219 -1.679 0.00
H 2.124 0.892 -1.232 0.00
H 1.399 2.463 -0.612 -0.01
H 2.797 -0.166 0.608 0.00
H 1.535 -1.425 0.150 0.00
H 1.538 -0.788 1.857 0.00
H 0.675 1.400 1.216 0.07
H -0.822 -2.698 -0.420 0.03
H -0.071 -2.223 0.937 -0.02
```

Summary:
* charge: +1
* frontier orbital gap (alpha / beta): 7.931 / 7.220 eV
* E_LUMO (alpha / beta): -3.30 / -8.42 eV
* max |F|: 8.8 eV/A
* multiplicity: 3
* ΔE to the lowest compared entry with this formula, charge and spin: 4.319 eV

(3)
C5H10N3O2 as an isolated structure at a distorted geometry. Source: the OMol25 dataset; level of theory: ωB97M-V/def2-TZVPD.

Structure (XYZ):
```
20
Properties=species:S:1:pos:R:3:nbo_charge:R:1
C 1.092 0.697 0.178 0.51
C -2.475 -0.533 0.035 0.52
C -1.124 1.506 -0.034 -0.06
C 0.400 -0.646 0.259 0.46
C 0.621 -1.600 -0.880 -0.68
N -1.286 0.087 -0.075 -0.50
N 0.300 1.727 0.075 -0.48
N 2.404 0.771 0.225 -0.71
O -3.517 0.061 0.011 -0.56
O 0.442 -1.100 1.521 -0.65
H -2.372 -1.628 0.107 0.11
H -1.508 1.969 -0.955 0.23
H -1.647 1.956 0.822 0.22
H 1.597 -2.078 -0.788 0.24
H 0.569 -1.079 -1.833 0.26
H -0.146 -2.373 -0.880 0.26
H 0.637 2.684 0.068 0.44
H 2.969 -0.059 0.323 0.44
H 2.887 1.660 0.216 0.43
H 0.158 -2.023 1.603 0.51
```

Summary:
* charge: +1
* frontier orbital gap: 9.527 eV
* E_LUMO: -3.72 eV
* max |F|: 4.6 eV/A
* multiplicity: 1
* ΔE to the lowest compared entry with this formula, charge and spin: 0.794 eV

(4)
A single C5H10N4 molecule at a distorted geometry. Source: the OMol25 dataset; level of theory: ωB97M-V/def2-TZVPD.

Structure (XYZ):
```
19
Properties=species:S:1:pos:R:3:nbo_charge:R:1
C 1.175 -0.460 -2.005 -0.44
N 0.167 -0.463 -0.950 -0.50
C 0.165 0.536 -0.092 0.24
C 0.802 1.874 -0.363 -0.68
C -0.438 0.283 1.174 0.14
N -1.048 1.287 1.938 -0.83
N -0.123 -0.960 1.918 -0.46
C -0.648 -1.506 0.933 0.53
N -1.227 -2.592 0.477 -0.81
H 2.205 -0.369 -1.634 0.18
H 1.101 -1.393 -2.565 0.20
H 1.000 0.360 -2.713 0.19
H 1.884 1.755 -0.464 0.23
H 0.616 2.569 0.455 0.24
H 0.430 2.312 -1.294 0.22
H -2.016 1.482 1.717 0.37
H -0.938 1.137 2.933 0.38
H -1.822 -3.167 1.061 0.40
H -1.283 -2.684 -0.528 0.42
```

Summary:
* charge: 0
* frontier orbital gap: 7.894 eV
* E_LUMO: 0.87 eV
* max |F|: 1.7 eV/A
* structure (SMILES): C/N=C(\C)[C@]1(N)N=C1N
* multiplicity: 1
* ΔE to the lowest compared entry with this formula, charge and spin: 3.643 eV

(5)
A 2-piece molecular cluster, C5H10N5 overall at a distorted geometry. Source: the OMol25 dataset; level of theory: ωB97M-V/def2-TZVPD.

Structure (XYZ):
```
20
Properties=species:S:1:pos:R:3:nbo_charge:R:1
C 1.285 0.231 -1.326 0.37
C -0.806 0.220 -0.940 0.42
C -0.515 -0.733 3.486 0.72
C 2.630 0.389 -1.895 -0.66
C -2.253 0.154 -0.964 -0.67
N -0.784 0.245 2.756 -0.80
N -0.160 0.220 0.182 -0.32
N 0.170 -1.567 3.991 -0.57
N 1.146 0.243 -0.032 -0.25
N 0.078 0.161 -1.963 -0.51
H 3.256 -0.389 -1.613 0.26
H 3.090 1.335 -1.595 0.26
H 2.644 0.495 -2.960 0.23
H -2.705 -0.572 -1.560 0.26
H -2.587 1.078 -1.429 0.25
H -2.696 -0.078 -0.077 0.25
H -1.443 0.874 3.099 0.43
H -0.402 0.064 1.413 0.46
H 0.137 -2.413 4.397 0.43
H -0.086 0.044 -2.971 0.46
```

Summary:
* charge: +1
* frontier orbital gap: 10.843 eV
* E_LUMO: -2.80 eV
* max |F|: 4.2 eV/A
* multiplicity: 1
* ΔE to the lowest compared entry with this formula, charge and spin: 0.623 eV

(6)
C5H10N5S as an isolated structure at a distorted geometry. Source: the OMol25 dataset; level of theory: ωB97M-V/def2-TZVPD.

Structure (XYZ):
```
21
Properties=species:S:1:pos:R:3:nbo_charge:R:1
C 2.340 0.774 -1.113 0.15
C 0.635 -0.323 0.719 0.53
C 2.877 -0.357 -0.259 -0.30
C 0.605 1.120 0.372 -0.23
C -1.721 -0.161 0.882 -0.09
N 1.324 1.410 -0.826 -0.37
N 1.760 -1.015 0.435 -0.51
N -0.479 -0.855 1.195 -0.52
N -3.532 0.182 -0.894 -0.59
N -2.875 -0.952 -0.507 -0.36
S -1.264 1.551 0.268 0.22
H 2.924 1.056 -2.013 0.23
H 3.447 -1.150 -0.687 0.25
H 3.468 0.243 0.481 0.24
H 1.000 1.811 1.066 0.27
H -2.461 -0.016 1.549 0.20
H 1.862 -1.986 0.730 0.44
H -0.584 -1.748 1.455 0.42
H -3.914 0.670 -0.141 0.35
H -3.056 0.952 -1.453 0.35
H -2.358 -1.204 -1.260 0.33
```

Summary:
* charge: +1
* frontier orbital gap (alpha / beta): 7.787 / 7.786 eV
* E_LUMO (alpha / beta): -3.94 / -3.94 eV
* max |F|: 5.9 eV/A
* multiplicity: 1
* ΔE to the lowest compared entry with this formula, charge and spin: 0.000 eV

(7)
An isolated ion of composition C5H10NO and charge -1 at a distorted geometry. Source: the OMol25 dataset; level of theory: ωB97M-V/def2-TZVPD.

Structure (XYZ):
```
17
Properties=species:S:1:pos:R:3:nbo_charge:R:1
C -0.550 -0.035 -1.929 -0.62
C -0.137 0.912 -0.929 -0.41
C 0.341 0.588 0.268 0.23
C 0.764 1.612 1.272 -0.70
N 0.658 -0.758 0.795 -0.20
C -0.352 -1.784 0.499 -0.44
O 0.958 -0.714 2.199 -0.82
H -1.531 -0.519 -1.724 0.19
H 0.034 -1.014 -2.033 0.19
H -0.462 0.441 -2.998 0.18
H -0.413 1.921 -1.149 0.18
H 0.824 0.995 2.157 0.30
H -0.063 2.400 1.245 0.17
H 1.680 2.105 0.950 0.19
H -1.410 -1.507 0.658 0.14
H -0.207 -2.102 -0.584 0.17
H -0.134 -2.541 1.302 0.22
```

Summary:
* charge: -1
* frontier orbital gap: 5.910 eV
* E_LUMO: 4.16 eV
* max |F|: 4.3 eV/A
* structure (SMILES): C/C=C(/C)N(C)[O-]
* multiplicity: 1
* ΔE to the lowest compared entry with this formula, charge and spin: 2.636 eV

(8)
An isolated ion of composition C5H10NO and charge -1. Source: the OMol25 dataset; level of theory: ωB97M-V/def2-TZVPD.

Structure (XYZ):
```
17
Properties=species:S:1:pos:R:3:nbo_charge:R:1
N 2.075 -2.221 -1.001 -0.84
C 1.484 -0.935 -0.938 -0.05
C 0.822 -0.358 0.055 -0.22
C 0.369 1.069 0.027 -0.43
C -1.156 1.204 -0.033 -0.43
C -1.922 0.555 1.159 0.01
O -3.198 0.922 1.236 -0.95
H 1.909 -2.801 -0.188 0.36
H 1.804 -2.724 -1.834 0.36
H 1.797 -0.289 -1.749 0.16
H 0.533 -0.912 0.944 0.20
H 0.675 1.581 0.943 0.19
H 0.874 1.601 -0.786 0.18
H -1.560 0.786 -0.953 0.18
H -1.453 2.260 -0.001 0.19
H -1.273 0.818 2.051 0.04
H -1.779 -0.558 1.070 0.06
```

Summary:
* charge: -1
* frontier orbital gap: 5.754 eV
* E_LUMO: 3.64 eV
* max |F|: 0.7 eV/A
* structure (SMILES): N/C=C/CCC[O-]
* multiplicity: 1
* ΔE to the lowest compared entry with this formula, charge and spin: 0.501 eV

(9)
A single C5H10NO molecule at a distorted geometry. Source: the OMol25 dataset; level of theory: ωB97M-V/def2-TZVPD.

Structure (XYZ):
```
17
Properties=species:S:1:pos:R:3:mulliken_spin:R:1
O 0.641 -0.721 1.987 0.00
C -0.080 -1.583 1.582 0.01
C -0.434 -1.927 0.147 0.00
C -0.402 -0.767 -0.965 0.03
C -0.705 0.661 -0.422 0.00
C 0.869 2.657 -0.099 0.69
N 0.621 1.337 -0.141 0.23
H -0.271 -2.516 2.154 0.00
H -1.358 -2.507 0.090 0.00
H 0.324 -2.672 -0.182 0.00
H -0.936 -0.872 -1.910 -0.01
H 0.620 -0.542 -1.312 -0.01
H -1.380 0.790 0.407 -0.02
H -0.946 1.443 -1.147 0.01
H 1.871 3.027 0.099 0.03
H 0.287 3.340 -0.737 0.03
H 1.278 0.851 0.449 0.01
```

Summary:
* charge: 0
* frontier orbital gap (alpha / beta): 6.350 / 10.751 eV
* E_LUMO (alpha / beta): 0.70 / 0.67 eV
* max |F|: 3.1 eV/A
* multiplicity: 2
* ΔE to the lowest compared entry with this formula, charge and spin: 0.882 eV

(10)
C5H10NO as an isolated structure at a distorted geometry. Source: the OMol25 dataset; level of theory: ωB97M-V/def2-TZVPD.

Structure (XYZ):
```
17
Properties=species:S:1:pos:R:3:nbo_charge:R:1
C -0.163 1.238 -0.346 -0.47
C 1.389 1.211 -0.204 -0.32
C -0.417 -0.191 0.041 0.37
C -0.459 -1.267 -1.028 -0.68
C -1.110 -0.473 1.336 -0.72
N 1.469 -0.129 0.296 0.29
O 2.371 -0.875 0.231 -0.10
H -0.660 1.941 0.154 0.24
H -0.459 1.334 -1.479 0.26
H 1.989 1.274 -1.069 0.26
H 1.582 2.010 0.499 0.29
H -1.281 -0.899 -1.554 0.26
H -0.869 -2.116 -0.501 0.25
H 0.405 -1.495 -1.626 0.26
H -1.224 -1.535 1.624 0.26
H -2.143 0.023 1.538 0.29
H -0.418 -0.051 2.088 0.26
```

Summary:
* charge: +1
* frontier orbital gap: 9.001 eV
* E_LUMO: -6.10 eV
* max |F|: 6.6 eV/A
* multiplicity: 1
* ΔE to the lowest compared entry with this formula, charge and spin: 5.230 eV

(11)
C5H10NO as an isolated structure at a distorted geometry. Source: the OMol25 dataset; level of theory: ωB97M-V/def2-TZVPD.

Structure (XYZ):
```
17
Properties=species:S:1:pos:R:3:nbo_charge:R:1
C 2.095 -0.955 0.503 -0.35
C 0.851 -1.244 1.199 -0.36
C 0.786 -0.830 -0.353 -0.33
C 0.318 0.497 -0.585 0.11
C -2.321 0.688 -0.284 0.21
N -0.755 0.721 -1.359 -0.65
O -2.511 1.907 0.018 -0.65
H 2.514 0.051 0.582 0.23
H 2.530 -1.839 0.249 0.24
H 0.701 -2.261 1.476 0.25
H 0.672 -0.524 1.988 0.23
H 0.485 -1.614 -1.038 0.25
H 0.965 1.274 -0.102 0.24
H -1.948 -0.003 0.506 0.12
H -0.724 1.738 -1.566 0.45
H -1.109 0.090 -2.140 0.48
H -2.549 2.304 0.906 0.52
```

Summary:
* charge: +1
* frontier orbital gap (alpha / beta): 7.936 / 6.898 eV
* E_LUMO (alpha / beta): -4.83 / -5.05 eV
* max |F|: 3.2 eV/A
* multiplicity: 1
* ΔE to the lowest compared entry with this formula, charge and spin: 6.331 eV

(12)
C5H10NO as an isolated structure at a distorted geometry. Source: the OMol25 dataset; level of theory: ωB97M-V/def2-TZVPD.

Structure (XYZ):
```
17
Properties=species:S:1:pos:R:3:nbo_charge:R:1
C -0.807 0.150 -1.104 -0.46
C -0.828 1.624 -0.440 -0.32
C 0.142 -0.446 0.013 0.36
C 1.543 -0.351 -0.324 -0.73
C -0.143 -1.567 1.027 -0.69
N -0.362 1.198 0.878 0.29
O -0.713 1.659 1.905 -0.10
H -1.718 -0.429 -0.858 0.25
H -0.529 0.194 -2.149 0.27
H -0.068 2.199 -0.981 0.27
H -1.832 2.212 -0.399 0.28
H 1.927 0.643 -0.555 0.26
H 1.634 -0.710 -1.360 0.28
H 2.194 -0.920 0.263 0.25
H 0.354 -1.291 1.993 0.27
H 0.413 -2.437 0.832 0.27
H -1.207 -1.729 1.261 0.25
```

Summary:
* charge: +1
* frontier orbital gap: 9.220 eV
* E_LUMO: -5.97 eV
* max |F|: 4.0 eV/A
* multiplicity: 1
* ΔE to the lowest compared entry with this formula, charge and spin: 5.045 eV

(13)
An isolated ion of composition C5H10NO and charge +1 at a distorted geometry. Source: the OMol25 dataset; level of theory: ωB97M-V/def2-TZVPD.

Structure (XYZ):
```
17
Properties=species:S:1:pos:R:3:nbo_charge:R:1
C -0.204 2.127 0.184 -0.37
C 0.325 0.897 0.141 0.17
N 1.540 0.792 -0.746 -0.71
C 0.256 -0.116 1.267 -0.46
C -0.316 -1.496 0.853 -0.53
C -1.251 -1.403 -0.323 0.45
O -0.853 -0.992 -1.383 -0.53
H 0.328 3.073 0.183 0.24
H -1.244 2.163 0.499 0.24
H 1.339 0.849 -1.749 0.46
H 1.993 -0.120 -0.641 0.45
H 2.164 1.589 -0.583 0.44
H -0.453 0.386 1.929 0.25
H 1.156 -0.147 1.876 0.26
H 0.509 -2.165 0.614 0.24
H -0.803 -1.931 1.727 0.24
H -2.287 -1.714 -0.113 0.15
```

Summary:
* charge: +1
* frontier orbital gap: 9.844 eV
* E_LUMO: -3.97 eV
* max |F|: 2.7 eV/A
* structure (SMILES): C=C([NH3+])CCC=O
* multiplicity: 1
* ΔE to the lowest compared entry with this formula, charge and spin: 2.722 eV